Entry P
Molecular formula: C2H7OPS
Method: DFT, wB97M-V/def2-TZVPD

Each line ends with the natural charge from an NBO analysis.
CARTESIAN COORDINATES (ANGSTROEM)
S  1.48  1.91  -0.81  -0.035
P  -2.59  -0.71  0.38  0.993
O  -1.11  -0.69  0.10  -0.819
C  -3.08  0.90  -0.49  -0.912
C  2.24  0.85  0.44  -0.729
H  3.15  1.51  0.57  0.227
H  -2.71  1.58  0.29  0.239
H  1.68  0.95  1.43  0.215
H  -2.50  1.15  -1.37  0.245
H  -4.11  1.23  -0.76  0.254
H  0.31  1.38  -0.79  0.103
H  2.29  -0.16  0.24  0.219

Kohn-Sham gap (spin up / spin down) (eV): 8.342 / 5.980
LUMO (spin up / spin down) (eV): 0.833 / -2.882
Multiplicity: 3

Entry Q
Molecular formula: C2H7OPS
Method: DFT, wB97M-V/def2-TZVPD

Each line ends with the natural charge from an NBO analysis.
CARTESIAN COORDINATES (ANGSTROEM)
S  2.70  -0.95  -0.65  -0.246
P  -1.87  -1.52  -0.05  0.386
O  0.46  1.45  0.78  -0.723
C  -0.69  -0.35  -0.11  -0.498
C  -0.79  0.92  0.59  -0.131
H  -1.50  -2.06  -1.30  -0.064
H  -1.15  0.60  1.50  0.185
H  0.49  2.05  1.53  0.481
H  1.60  -1.35  -1.20  0.114
H  0.05  -0.41  -0.80  0.180
H  -1.38  1.60  -0.09  0.180
H  2.06  0.01  -0.19  0.135

Kohn-Sham gap (spin up / spin down) (eV): 7.388 / 7.139
LUMO (spin up / spin down) (eV): 0.711 / -2.471
Multiplicity: 3

Most stable of them? entry P.

Entry P
Molecular formula: C7H11N4O
Method: DFT, wB97M-V/def2-TZVPD

Each line ends with the natural charge from an NBO analysis.
CARTESIAN COORDINATES (ANGSTROEM)
O  -0.35  2.15  -0.21  -0.436
N  -0.67  -1.35  -0.16  -0.199
N  -0.11  0.27  -1.60  -0.450
N  -0.62  -2.91  -3.05  -0.096
N  -0.41  -0.30  0.80  -0.194
C  1.46  0.83  2.17  -0.602
C  -0.60  -2.12  -2.27  0.170
C  -0.27  1.01  -0.54  0.885
C  -1.66  -0.18  1.66  -0.441
C  0.82  -0.46  1.62  -0.222
C  0.33  0.77  -2.97  -0.386
C  -0.51  -1.06  -1.40  0.329
H  -1.47  0.81  2.30  0.250
H  1.96  1.38  1.36  0.223
H  -2.60  0.12  1.00  0.254
H  0.79  1.36  2.72  0.222
H  -1.77  -1.13  2.24  0.257
H  1.56  -0.91  0.91  0.226
H  2.24  0.46  2.72  0.244
H  1.15  0.11  -3.31  0.240
H  0.55  -1.22  2.40  0.235
H  -0.49  0.62  -3.64  0.240
H  0.68  1.76  -2.77  0.248

Kohn-Sham gap (eV): 9.961
Total charge: +1
LUMO (eV): -4.874
Multiplicity: 1

Entry Q
Molecular formula: C7H11N4O
Method: DFT, wB97M-V/def2-TZVPD

Each line ends with the natural charge from an NBO analysis.
CARTESIAN COORDINATES (ANGSTROEM)
O  -2.80  -2.10  0.58  -0.524
N  -0.88  -0.99  0.90  -0.636
N  3.51  -0.78  0.17  -0.172
N  -0.98  0.43  -0.91  -0.537
N  2.57  0.07  0.49  -0.296
C  1.28  -0.35  0.10  -0.011
C  1.49  -1.66  -0.33  -0.288
C  2.92  -1.80  -0.35  -0.044
C  -2.09  -1.20  0.31  0.646
C  0.00  1.43  1.24  -0.665
C  -0.08  0.23  0.38  0.331
C  -2.31  -0.25  -0.84  -0.363
H  -3.22  0.29  -0.53  0.280
H  -0.46  -1.68  1.52  0.451
H  -0.42  -0.10  -1.56  0.460
H  -1.11  1.46  -1.09  0.462
H  0.67  -2.23  -0.68  0.233
H  3.53  -2.70  -0.44  0.240
H  0.70  1.27  2.01  0.258
H  -2.65  -0.87  -1.67  0.283
H  0.30  2.21  0.59  0.229
H  2.75  0.92  0.90  0.405
H  -0.84  1.61  1.83  0.258

SMILES: C[C@@]1(c2ccn[nH]2)NC(=O)C[NH2+]1
Kohn-Sham gap (eV): 10.078
Total charge: +1
LUMO (eV): -3.533
Multiplicity: 1

Most stable of them? entry Q.

Entry P
Molecular formula: BrH4N2OP
Method: DFT, wB97M-V/def2-TZVPD

Each line ends with the natural charge from an NBO analysis.
CARTESIAN COORDINATES (ANGSTROEM)
Br  -2.32  0.21  -0.12  -0.278
P  -0.12  -0.17  -0.20  2.003
O  0.01  -1.09  1.20  -0.988
N  0.32  1.36  0.34  -1.186
N  0.32  -1.03  -1.39  -1.294
H  1.22  1.72  0.33  0.406
H  0.14  -0.71  -2.34  0.406
H  -0.16  1.60  1.20  0.415
H  0.59  -1.89  0.97  0.516

SMILES: N=[P@](N)(O)Br
Kohn-Sham gap (eV): 10.464
LUMO (eV): 0.608
Multiplicity: 1

Entry Q
Molecular formula: BrH4N2OP
Method: DFT, wB97M-V/def2-TZVPD

Each line ends with the natural charge from an NBO analysis.
CARTESIAN COORDINATES (ANGSTROEM)
Br  -3.23  -0.17  -0.05  -0.243
P  0.72  -0.33  -0.03  2.225
O  -0.45  -1.26  -0.10  -1.056
N  2.22  -0.56  0.21  -1.225
N  0.19  1.20  -0.08  -1.190
H  0.82  1.81  0.29  0.416
H  2.45  -1.52  0.06  0.401
H  -2.04  -0.64  0.27  0.215
H  -0.68  1.46  -0.56  0.457

Kohn-Sham gap (eV): 10.585
LUMO (eV): 0.092
Multiplicity: 1

Most stable of them? entry P.

Entry P
Molecular formula: C3H6NO2
Method: DFT, wB97M-V/def2-TZVPD

Each line ends with the natural charge from an NBO analysis.
CARTESIAN COORDINATES (ANGSTROEM)
O  2.65  -1.11  0.54  -0.496
O  2.13  1.07  0.32  -0.505
N  -0.41  0.10  0.35  0.122
C  -1.07  1.18  -0.06  -0.548
C  -0.43  -1.12  -0.32  -0.553
C  2.42  0.00  0.55  1.026
H  -0.92  -1.70  0.49  0.367
H  -1.57  1.51  0.80  0.344
H  0.53  -1.75  -0.40  0.361
H  -0.43  2.09  -0.14  0.396
H  -1.85  1.05  -0.86  0.237
H  -1.05  -1.31  -1.28  0.249

Kohn-Sham gap (eV): 8.393
Total charge: +1
LUMO (eV): -8.395
Multiplicity: 1

Entry Q
Molecular formula: C3H6NO2
Method: DFT, wB97M-V/def2-TZVPD

Each line ends with the natural charge from an NBO analysis.
CARTESIAN COORDINATES (ANGSTROEM)
O  0.63  0.38  -0.63  -0.285
O  -1.16  -0.95  -2.15  -0.553
N  -0.19  -0.54  -0.08  -0.087
C  -1.00  -1.32  -0.97  0.406
C  -0.52  -1.02  1.12  0.077
C  1.05  1.36  0.37  -0.260
H  1.09  2.32  -0.11  0.244
H  2.04  1.03  0.64  0.222
H  -0.35  -0.58  2.10  0.247
H  0.37  1.25  1.20  0.190
H  -1.37  -1.70  1.01  0.291
H  -0.59  -0.21  -2.49  0.508

Kohn-Sham gap (eV): 8.321
Total charge: +1
LUMO (eV): -6.204
Multiplicity: 1

Entry R
Molecular formula: C3H6NO2
Method: DFT, wB97M-V/def2-TZVPD

Each line ends with the natural charge from an NBO analysis.
CARTESIAN COORDINATES (ANGSTROEM)
O  2.53  -0.08  0.17  -0.185
O  1.73  -1.07  -0.41  -0.213
N  -0.70  -1.18  0.11  -0.729
C  1.42  0.67  0.59  0.059
C  0.66  1.07  -0.65  -0.476
C  0.53  -0.34  -0.08  0.284
H  -0.23  1.72  -0.43  0.249
H  -0.37  -2.10  0.69  0.494
H  -0.93  -1.31  -0.90  0.472
H  1.07  1.40  -1.72  0.290
H  -1.56  -0.85  0.60  0.479
H  1.56  1.37  1.57  0.277

SMILES: [NH3+][C@@]12C[C@@H]1OO2
Kohn-Sham gap (eV): 9.873
Total charge: +1
LUMO (eV): -4.374
Multiplicity: 1

Entry S
Molecular formula: C3H6NO2
Method: DFT, wB97M-V/def2-TZVPD

Each line ends with the natural charge from an NBO analysis.
CARTESIAN COORDINATES (ANGSTROEM)
O  1.34  1.74  -0.32  -0.442
O  -0.75  1.72  0.08  -0.471
N  -0.25  -1.23  1.05  -0.675
C  0.11  -0.81  -0.29  -0.287
C  0.11  1.93  -1.01  0.331
C  0.25  0.67  -0.43  0.341
H  -0.82  -1.17  -0.84  0.268
H  -1.24  -1.07  1.34  0.465
H  0.02  2.66  -1.79  0.255
H  0.32  -0.89  1.85  0.465
H  1.07  -1.26  -0.66  0.292
H  -0.17  -2.28  1.04  0.458

SMILES: [NH3+]C[C@]12O[C@H]1O2
Kohn-Sham gap (eV): 9.653
Total charge: +1
LUMO (eV): -4.407
Multiplicity: 1

Most stable of them? entry P.